Entry 1:
{
  "formula": "CH4N2Si",
  "method": "wB97M-V/def2-TZVPD",
  "symbols": ["N", "C", "N", "Si", "H", "H", "H", "H"],
  "positions_angstrom": [[2.740, -0.416, 0.261], [1.847, 0.225, -0.038], [0.273, 0.898, -0.269], [-0.954, -0.299, -0.066], [0.322, 1.521, 0.467], [-0.497, -1.557, -0.124], [-1.866, -0.260, -1.229], [-1.865, -0.112, 0.999]],
  "forces_ev_per_a": [[1.30, -0.46, 0.10], [-6.50, 2.16, -0.78], [5.96, -2.63, -0.80], [-2.00, 1.11, -1.68], [0.00, 2.06, 1.76], [1.51, -3.04, 0.21], [0.10, 0.34, -0.19], [-0.38, 0.46, 1.39]],
  "mulliken_charge": [-0.318, 0.242, -0.299, 0.466, 0.271, -0.128, -0.114, -0.120],
  "orbital_gap_ev": 10.9463,
  "lumo_energy_ev": -0.2,
  "e_tot_ha": -439.408876,
  "e_homo_ev": -11.141,
  "e_above_lowest_kcal_mol": 55.85,
  "smiles": "N#CN[SiH3]"
}


Entry 2:
{
  "formula": "C21H28ClDyN3O2S",
  "method": "wB97M-V/def2-TZVPD",
  "symbols": ["Dy", "Cl", "N", "N", "C", "C", "C", "C", "C", "C", "H", "H", "H", "H", "H", "H", "C", "C", "C", "C", "H", "H", "H", "H", "H", "H", "O", "H", "H", "O", "H", "H", "C", "C", "C", "H", "H", "C", "C", "H", "C", "C", "C", "C", "H", "C", "H", "H", "H", "H", "H", "H", "H", "H", "S", "C", "N"],
  "positions_angstrom": [[1.811, -0.412, -1.019], [4.337, -1.375, -0.765], [0.967, -1.229, 1.685], [0.499, 1.592, -1.960], [0.855, -2.509, 1.567], [-0.330, 1.299, -2.924], [0.814, -0.886, 3.147], [1.040, -2.236, 3.806], [-0.588, -0.379, 3.448], [1.832, 0.139, 3.603], [-1.350, -1.161, 3.284], [-0.838, 0.499, 2.839], [-0.635, -0.087, 4.506], [2.836, -0.254, 3.431], [1.706, 0.316, 4.674], [1.723, 1.077, 3.065], [0.383, 3.069, -1.644], [-0.634, 3.537, -2.663], [1.716, 3.762, -1.845], [-0.138, 3.292, -0.234], [-1.113, 2.802, -0.099], [-0.263, 4.371, -0.071], [0.562, 2.911, 0.507], [1.999, 3.689, -2.900], [2.493, 3.324, -1.219], [1.611, 4.818, -1.580], [-0.998, 2.313, -3.433], [-0.245, 4.273, -3.371], [-1.562, 3.920, -2.238], [0.903, -3.209, 2.685], [0.292, -2.513, 4.558], [2.046, -2.337, 4.216], [0.666, -3.201, 0.245], [-0.583, -0.085, -3.450], [-1.077, -0.940, -2.275], [0.399, -0.400, -3.819], [-1.206, -0.008, -4.334], [-0.189, -1.509, -1.431], [-0.480, -2.477, -0.471], [3.896, -0.058, -1.228], [-1.847, -2.581, -0.106], [-2.789, -1.780, -0.758], [-2.201, -3.497, 1.023], [-2.449, -1.030, -1.898], [-3.840, -1.729, -0.364], [-3.438, -0.246, -2.698], [-4.461, -0.389, -2.315], [-3.433, -0.558, -3.737], [-3.243, 0.831, -2.719], [-1.722, -4.465, 0.899], [-3.280, -3.656, 1.083], [-1.878, -3.153, 2.014], [0.560, -4.267, 0.442], [1.635, -3.106, -0.260], [4.104, 2.756, 1.713], [2.958, 1.917, 0.992], [2.171, 1.210, 0.396]],
  "forces_ev_per_a": [[0.82, -0.44, -0.55], [0.99, -2.27, 0.98], [-0.91, -0.59, 0.18], [-1.22, -0.04, -0.84], [0.55, 2.43, 0.08], [1.79, 0.72, 2.09], [0.31, -0.18, -0.80], [-0.07, -1.01, -0.61], [-0.51, -0.02, -0.17], [0.22, -0.21, -0.02], [0.26, 0.30, -0.09], [0.09, -0.24, 0.06], [-0.03, -0.03, -0.14], [0.06, 0.21, -0.06], [0.05, 0.07, 0.02], [0.00, -0.04, 0.03], [0.17, -1.11, -0.07], [-0.63, -0.68, -1.06], [0.13, 0.01, -0.17], [-0.26, 0.01, 0.19], [0.22, 0.06, 0.00], [-0.04, -0.13, -0.01], [-0.06, -0.04, -0.06], [0.16, 0.00, 0.17], [-0.05, -0.04, -0.09], [0.05, 0.04, -0.04], [-0.98, 1.70, -0.57], [0.00, -0.19, -0.04], [-0.01, -0.07, 0.07], [-0.26, -0.84, 1.84], [0.18, 0.06, -0.17], [0.00, -0.12, -0.08], [0.01, 0.50, 0.85], [0.47, 0.76, 0.45], [-2.55, -0.33, 0.51], [-0.14, -0.45, 0.25], [-0.45, -0.14, 0.11], [2.02, -2.20, -0.93], [-1.81, 0.74, -0.70], [0.30, 2.01, -1.30], [1.33, -0.25, 0.38], [-0.70, 0.18, -0.31], [-0.67, -0.14, 0.38], [0.89, 0.39, -0.30], [1.02, -0.26, -0.55], [-1.08, 0.08, 0.32], [0.23, 0.07, -0.14], [-0.04, -0.17, -0.26], [0.12, -0.08, 0.17], [-0.01, -0.21, -0.10], [0.02, -0.06, 0.01], [0.05, 0.22, -0.20], [-0.40, -0.05, -0.16], [-0.30, 0.05, -0.36], [0.49, 0.73, 0.58], [-2.49, -2.93, -2.36], [2.65, 4.18, 3.57]],
  "mulliken_charge": [-0.227, -0.311, 0.350, 0.329, 0.505, 0.634, 1.543, -0.880, -1.511, -1.712, 0.257, 0.224, 0.460, 0.432, 0.438, 0.175, 1.277, -0.842, -1.558, -1.406, 0.344, 0.429, 0.141, 0.420, 0.156, 0.404, -0.405, 0.312, 0.317, -0.415, 0.292, 0.363, -1.726, -1.794, 0.050, 0.322, 0.449, 0.534, -0.390, 0.144, 1.779, -1.381, -1.911, 1.640, 0.179, -1.716, 0.390, 0.321, 0.242, 0.325, 0.479, 0.220, 0.507, 0.332, -0.482, 0.203, -0.249],
  "orbital_gap_ev": [4.8023, 3.8500],
  "total_charge": -1,
  "lumo_energy_ev": [2.6, 2.7],
  "e_tot_ha": -2875.180789,
  "e_homo_ev": [-2.159, -1.193],
  "e_above_lowest_kcal_mol": 0.00,
  "spin_multiplicity": 6
}